Entry 1:
The following is a quantum chemistry calculation of a structure of composition C56H140As2F20N11O23S8 in a non-equilibrium geometry, from the OMol25 dataset.

For the molecular weight, the calculation gives 2122.130 g/mol. The gap between HOMO and LUMO comes out at 9.4 eV.

```
! RIJCOSX wB97M-V def2-TZVPD def2/J DEFGRID3
* xyz 1 1
C -0.66514 -6.23631 -2.85294
C -2.07176 -5.86641 -3.16908
N -2.39128 -5.16924 -4.47830
C -3.87671 -5.07145 -4.56481
C -1.84541 -3.71284 -4.51864
C -2.77170 -2.62204 -4.00048
C -1.72511 -5.95397 -5.62686
C -2.18277 -5.77390 -7.06774
O -1.45242 -4.67426 -7.42824
C -1.77306 -4.14189 -8.71193
H 0.04655 -5.40351 -2.79030
H -0.18553 -7.00722 -3.43520
H -0.74904 -6.63624 -1.82484
H -2.47801 -5.27180 -2.36571
H -2.71976 -6.72507 -3.20806
H -4.15565 -4.44873 -5.40816
H -4.27049 -4.55692 -3.76850
H -4.31463 -6.06664 -4.51324
H -1.68046 -3.56962 -5.50388
H -0.92942 -3.87650 -4.00477
H -3.45437 -2.20852 -4.78769
H -2.08428 -1.89810 -3.66905
H -3.30067 -2.95697 -3.15340
H -1.83938 -6.99718 -5.30906
H -0.65166 -5.72607 -5.64111
H -3.30647 -5.70739 -7.30428
H -1.81621 -6.73092 -7.55782
H -1.11869 -3.25180 -8.76073
H -2.82211 -3.85450 -8.85912
H -1.47316 -4.82729 -9.42813
C -5.09844 7.23978 5.01445
C -4.46471 6.54704 3.81889
N -4.47564 5.01916 3.86508
C -5.82521 4.47253 4.25840
C -4.02247 4.56963 2.49011
C -5.06991 4.69614 1.29940
C -3.44431 4.63334 5.03039
C -2.10280 5.33909 5.07052
O -2.11333 6.60761 5.77884
C -0.79036 7.09276 5.97141
H -5.07416 8.31834 5.02951
H -4.58440 6.97620 5.93914
H -6.16772 6.97063 5.08714
H -3.45739 6.70591 3.66718
H -4.98276 6.70576 2.84657
H -6.10637 4.77880 5.23619
H -5.74226 3.37610 4.29670
H -6.53251 4.69973 3.48257
H -3.76893 3.56135 2.62008
H -3.06875 5.11063 2.34268
H -5.89614 3.96780 1.37124
H -4.58010 4.35675 0.39158
H -5.47377 5.66223 0.98505
H -3.22911 3.59327 4.89593
H -4.04676 4.83400 5.95954
H -1.74185 5.50031 3.97326
H -1.45920 4.59935 5.58528
H -0.28714 7.28755 4.89074
H -0.19933 6.44707 6.60600
H -0.84657 8.09357 6.47853
C -5.46411 -2.41739 3.63505
C -5.46055 -2.11384 2.15322
N -4.98402 -3.29109 1.35670
C -5.84923 -4.43321 1.82911
C -5.25095 -3.10524 -0.07782
C -6.70497 -2.97282 -0.49348
C -3.51664 -3.61144 1.67262
C -2.83383 -4.44098 0.63148
O -2.55577 -3.72729 -0.60750
C -1.45858 -2.84650 -0.49627
H -4.59755 -2.98082 3.85783
H -6.32413 -2.89166 4.03171
H -5.33399 -1.41680 4.06557
H -4.84380 -1.22818 1.90232
H -6.44347 -1.71430 1.79278
H -5.68402 -5.19317 1.09313
H -6.91159 -4.06528 1.97453
H -5.50369 -4.78091 2.81476
H -4.82923 -3.94428 -0.53537
H -4.64044 -2.16692 -0.31809
H -7.23167 -2.35264 0.25696
H -7.20219 -3.92945 -0.45927
H -6.81060 -2.45518 -1.42960
H -3.54052 -4.12585 2.60137
H -2.96305 -2.69939 1.84388
H -3.50046 -5.28679 0.28040
H -1.91206 -4.79861 1.10043
H -0.56029 -3.44668 -0.66334
H -1.42221 -2.28103 0.47607
H -1.60744 -2.06823 -1.23300
C 2.41497 3.64242 4.36932
C 1.42732 3.34651 3.29408
N 1.87220 2.59853 2.12538
C 3.12115 3.24912 1.64985
C 2.23028 1.20571 2.57352
C 1.01929 0.31501 2.86930
C 0.91045 2.51767 1.01235
C 1.28492 1.77106 -0.29482
O 1.45038 0.43004 -0.00504
C 1.64621 -0.35568 -1.14735
H 3.34223 4.19208 4.13349
H 2.72509 2.78343 4.94077
H 1.80661 4.24921 5.08557
H 1.04010 4.21393 2.83101
H 0.60655 2.78425 3.65686
H 3.95231 3.12372 2.35305
H 2.91859 4.33256 1.45003
H 3.34954 2.78919 0.69675
H 2.77998 1.36011 3.46273
H 2.88168 0.83841 1.69550
H 0.13967 0.90399 3.22167
H 1.15998 -0.46893 3.63232
H 0.74704 -0.15022 1.96829
H 0.47831 3.51860 0.84694
H -0.00861 2.01648 1.37766
H 2.18158 2.21015 -0.74215
H 0.41862 1.98897 -0.99193
H 2.46519 0.05683 -1.78233
H 0.67904 -0.39387 -1.69345
H 1.86410 -1.35443 -0.74767
C 3.09601 6.83356 -1.99350
C 3.22134 6.05308 -3.31365
N 2.04269 6.09005 -4.25381
C 1.99428 7.34683 -5.01902
C 2.20738 4.89437 -5.23507
C 1.19208 4.82932 -6.36301
C 0.72355 5.95822 -3.49270
C 0.62629 4.74779 -2.59560
O 0.50696 3.50182 -3.18366
C -0.84372 3.12953 -3.66027
H 4.03776 6.90478 -1.39963
H 2.32013 6.40548 -1.32070
H 2.78166 7.87516 -2.17847
H 3.48362 4.97639 -3.13976
H 4.10104 6.44267 -3.85830
H 2.81868 7.30021 -5.79243
H 2.29900 8.13267 -4.29345
H 1.00208 7.48462 -5.48717
H 2.07951 4.02337 -4.62709
H 3.21726 4.94435 -5.64747
H 1.09064 5.76773 -6.90189
H 0.23802 4.52146 -5.95532
H 1.52611 4.12274 -7.06663
H -0.05858 6.09200 -4.22231
H 0.52433 6.81872 -2.83252
H -0.26626 5.01713 -2.02705
H 1.51274 4.76947 -2.01646
H -0.82386 2.14640 -4.14310
H -1.15907 3.89386 -4.39942
H -1.53790 3.15242 -2.79488
C -1.79702 -3.74605 6.66239
C -0.59022 -2.92192 6.68628
N 0.56756 -3.29097 5.72499
C 0.20647 -2.96829 4.35324
C 1.74107 -2.40162 6.12313
C 3.00943 -2.53956 5.32837
C 0.96064 -4.71224 5.87284
C 1.58189 -5.17650 7.22851
O 2.86276 -4.71259 7.39759
C 3.92131 -5.62083 7.17346
H -2.50205 -3.36401 7.41718
H -1.68489 -4.78390 6.90024
H -2.41267 -3.69260 5.74065
H -0.16020 -3.00148 7.68360
H -0.87802 -1.87087 6.40391
H 1.06528 -3.09007 3.73829
H -0.11961 -1.88287 4.36091
H -0.50955 -3.63552 3.95361
H 1.82819 -2.61200 7.19130
H 1.27957 -1.41901 6.01708
H 2.85842 -2.12126 4.31596
H 3.55189 -3.48376 5.33306
H 3.71573 -1.87681 5.85915
H 1.67816 -4.84451 5.07316
H 0.02760 -5.28112 5.70898
H 1.48345 -6.24979 7.30546
H 0.87759 -4.84784 7.92430
H 3.85379 -6.55193 7.77884
H 4.86341 -5.14461 7.29131
H 3.88968 -5.91646 6.09954
C 8.20571 -1.54983 -3.35422
C 7.13398 -2.51100 -3.78414
N 5.93600 -1.72842 -4.13583
C 5.28532 -1.09611 -2.87451
C 6.24350 -0.62559 -5.16766
C 6.92672 -1.13791 -6.37673
C 4.93638 -2.73706 -4.62329
C 4.69228 -3.98890 -3.80522
O 3.94418 -3.90818 -2.66079
C 4.29082 -4.85396 -1.73909
H 8.64107 -0.91283 -4.17124
H 8.97450 -2.04734 -2.64479
H 7.85420 -0.77294 -2.63593
H 6.94886 -3.24067 -2.96226
H 7.53561 -3.10762 -4.65505
H 5.89960 -0.23683 -2.52112
H 5.10046 -1.86920 -2.08932
H 4.34882 -0.61937 -3.22962
H 6.80933 0.10474 -4.64880
H 5.24304 -0.16814 -5.38855
H 6.28479 -1.88854 -6.89128
H 7.87973 -1.58160 -6.14173
H 6.89410 -0.24014 -7.01604
H 5.17448 -3.15097 -5.60728
H 3.95579 -2.26416 -4.79565
H 5.63782 -4.57394 -3.74586
H 4.06434 -4.42615 -4.56977
H 3.77031 -4.72222 -0.76723
H 5.37037 -4.73845 -1.48889
H 4.08399 -5.95570 -1.94637
As 1.00192 -5.60600 1.64925
F -0.05205 -6.12254 0.38814
F 0.28862 -6.82051 2.61120
F 2.04613 -5.14390 2.96736
F 1.72075 -4.39426 0.60659
F -0.18019 -4.42262 2.19421
F 2.10052 -6.78100 1.16042
As -0.37967 6.69452 1.11801
F -0.82042 5.26041 1.85720
F 0.72256 5.92536 0.06230
F 0.07128 8.22146 0.43180
F -1.46535 7.49716 2.21293
F 0.95100 6.69781 2.30071
F -1.59303 6.33754 0.01250
N -1.80945 1.26381 4.76523
S -0.80588 1.18087 6.01094
O -0.10430 2.39958 6.09723
O 0.04103 0.03280 6.19567
F -1.90289 1.04215 7.10614
S -2.80318 0.10666 4.30860
O -2.61513 -1.16453 4.96404
O -3.08863 0.32225 2.90325
F -4.15753 0.59643 4.98797
N -4.90927 0.13929 -0.25144
S -6.39358 0.66203 -0.28293
O -6.46874 2.04769 -0.66908
O -7.20268 0.09211 0.79861
F -6.91086 -0.12428 -1.65352
S -3.71802 1.11893 -0.64226
O -2.54470 0.30899 -0.87238
O -3.66759 2.21271 0.25528
F -4.08772 1.66917 -2.00960
N 0.99515 -1.85093 -4.91765
S 1.40917 -0.31756 -5.05198
O 2.76740 -0.17416 -5.43723
O 0.99935 0.50550 -3.98095
F 0.58980 0.16976 -6.34869
S 1.39727 -2.96332 -5.83108
O 1.04574 -4.22952 -5.33444
O 2.63570 -2.83158 -6.52829
F 0.43525 -2.78859 -7.13982
N 5.23370 4.06977 -1.99758
S 5.15797 2.54341 -2.55251
O 4.54896 1.56134 -1.71850
O 6.33941 2.06378 -3.24639
F 4.12447 2.89438 -3.67757
S 6.21873 4.41562 -0.80232
O 7.45081 3.77113 -0.91989
O 5.62439 4.37309 0.56870
F 6.32160 5.92370 -1.13104
*
```


Entry 2:
The following is a quantum chemistry calculation of a cluster of 11 separate species, C56H145N11O17 in total in a non-equilibrium geometry, from the OMol25 dataset.

For the molecular weight, the calculation gives 1244.836 g/mol. The gap between HOMO and LUMO comes out at 8.6 eV. The relative energy (zero: lowest compared OMol25 entry of this formula, charge and spin) is 1277.2 kJ/mol. Its structure (SMILES) is COC[C@H](C)N.COC[C@H](C)N.COC[C@H](C)N.COC[C@H](C)N.COC[C@H](C)N.COCCNCCOC.COCCNCCOC.COCCNCCOC.COCCNCCOC.COCCNCCOC.COCCNCCOC.

```
! RIJCOSX wB97M-V def2-TZVPD def2/J DEFGRID3
* xyz 0 1
C -5.77263 -0.90253 8.21791
O -6.33219 -1.72552 7.11342
C -5.64002 -2.97404 6.76941
C -4.35985 -2.87286 6.05458
N -3.92793 -4.20261 5.60006
C -3.03252 -4.98685 6.39317
C -3.10038 -6.46854 6.02767
O -2.42420 -6.53644 4.70884
C -2.51399 -7.76094 3.96481
H -6.03381 0.15395 8.15667
H -4.68554 -0.89511 8.29714
H -5.99194 -1.44106 9.13986
H -6.31592 -3.63798 6.23047
H -5.44450 -3.53929 7.68065
H -3.69497 -2.53776 6.85066
H -4.50607 -2.20703 5.20405
H -3.74192 -4.16406 4.60808
H -3.37723 -4.92283 7.42524
H -1.98711 -4.68172 6.34733
H -4.07192 -6.95916 6.08686
H -2.43233 -7.09982 6.61361
H -1.91816 -7.78114 3.05230
H -3.55481 -7.97674 3.72350
H -2.17129 -8.64706 4.49908
C 1.52413 -1.06490 -0.48195
O 0.18350 -1.47626 -0.90784
C -0.50290 -2.16773 0.14295
C -1.95322 -2.44049 -0.42289
N -2.91669 -1.31058 -0.19048
C -4.24531 -1.50061 -0.61904
C -5.34539 -0.36364 -0.32678
O -5.48271 0.50385 -1.50921
C -5.84231 1.87641 -1.30083
H 1.42552 -0.51704 0.45518
H 1.92070 -0.29636 -1.14541
H 2.23875 -1.87542 -0.33880
H -0.47282 -1.72361 1.13791
H 0.04710 -3.10468 0.23083
H -2.33881 -3.35709 0.02347
H -2.01290 -2.64653 -1.49158
H -2.56750 -0.40415 -0.46713
H -4.55399 -2.48142 -0.25735
H -4.09007 -1.62257 -1.69101
H -4.89384 0.22391 0.47258
H -6.24287 -0.88724 0.00258
H -5.08998 2.17842 -0.57221
H -6.77920 2.23060 -0.87085
H -5.41971 2.46835 -2.11270
C 4.49718 -8.79842 -8.40703
O 5.19597 -7.66729 -7.82262
C 5.06434 -7.39566 -6.46966
C 5.92903 -6.25575 -6.05369
N 7.41467 -6.57339 -6.17689
C 8.32379 -5.42617 -5.98633
C 9.69374 -5.54108 -6.61058
O 10.66717 -5.37699 -5.68909
C 11.97251 -5.77895 -6.13862
H 3.41862 -8.65464 -8.47145
H 4.67538 -9.74746 -7.90140
H 4.79065 -9.04281 -9.42793
H 5.26484 -8.30606 -5.90480
H 4.00969 -7.19529 -6.28084
H 5.70006 -6.16563 -4.99182
H 5.68307 -5.36578 -6.63297
H 7.47921 -6.90160 -7.12989
H 8.37450 -5.29130 -4.90589
H 7.83058 -4.58717 -6.47716
H 9.88549 -4.97598 -7.52272
H 9.76370 -6.56739 -6.97100
H 12.63211 -5.57713 -5.29464
H 12.24345 -5.17179 -7.00236
H 12.06998 -6.84841 -6.32533
C 10.81743 -6.67321 3.64521
O 10.84328 -6.63671 5.09208
C 10.76883 -5.33034 5.67132
C 9.85814 -5.36581 6.99932
N 10.32097 -6.29018 8.03192
C 11.56573 -5.90286 8.75593
C 12.35664 -7.14742 9.11690
O 13.37036 -6.92506 10.12358
C 13.90103 -8.05170 10.65511
H 9.94111 -6.13324 3.28660
H 10.73278 -7.70847 3.31480
H 11.67662 -6.13349 3.24698
H 10.36017 -4.58305 4.99115
H 11.73949 -4.86139 5.83254
H 8.80225 -5.60237 6.86798
H 9.83558 -4.45580 7.59886
H 10.43723 -7.18611 7.58041
H 11.43153 -5.37890 9.70227
H 12.17704 -5.26543 8.11711
H 12.75259 -7.60878 8.21222
H 11.69171 -7.92196 9.49908
H 14.18917 -8.85763 9.98016
H 13.10918 -8.50476 11.25161
H 14.83566 -7.89050 11.19231
C -14.88247 11.22519 -3.29000
O -13.53730 11.33744 -3.76458
C -12.96877 12.64265 -4.09146
C -11.74227 12.86086 -3.26434
N -10.58727 12.28736 -3.86006
C -9.35564 12.78226 -3.18799
C -9.30305 12.75017 -1.62200
O -9.32441 11.32464 -1.13899
C -8.96148 11.09029 0.11270
H -15.63720 11.79851 -3.82833
H -14.82119 11.57599 -2.25982
H -14.92414 10.13639 -3.26053
H -13.67863 13.43708 -3.86108
H -12.85440 12.65066 -5.17541
H -11.95565 12.55683 -2.23958
H -11.51398 13.92433 -3.33515
H -10.50459 11.30069 -3.66073
H -9.38941 13.85654 -3.36936
H -8.45761 12.30354 -3.57846
H -9.99172 13.43064 -1.12121
H -8.40188 13.28143 -1.31582
H -8.06396 11.65861 0.35677
H -8.75769 10.02893 0.25443
H -9.76300 11.44467 0.76083
C 10.29717 1.92580 -7.91155
O 9.68927 2.98662 -7.25140
C 8.43195 2.55045 -6.75845
C 7.47435 3.74211 -6.75797
N 6.13949 3.48694 -6.16045
C 5.38984 2.41190 -6.95745
C 3.98735 1.91258 -6.46574
O 3.22020 3.03742 -6.25433
C 1.78568 2.74025 -6.42783
H 9.63546 1.32428 -8.53480
H 10.80098 1.24056 -7.22986
H 11.09931 2.41686 -8.46248
H 8.58097 2.25238 -5.72065
H 8.03806 1.63630 -7.20262
H 7.51525 4.03706 -7.80650
H 7.98639 4.65030 -6.43997
H 5.55187 4.30749 -6.12187
H 5.98350 1.49835 -6.99005
H 5.30115 2.82123 -7.96377
H 4.07972 1.41020 -5.50284
H 3.52613 1.16659 -7.11295
H 1.42965 2.38931 -7.39643
H 1.17224 3.62143 -6.23987
H 1.42091 2.12728 -5.60362
C -10.17198 7.21519 -9.24722
C -9.27212 5.94355 -9.41438
C -10.14810 4.69579 -9.62118
O -9.40354 3.47923 -9.70627
C -9.19347 2.76300 -8.48014
N -8.32226 6.13707 -10.49164
H -10.89732 7.32179 -10.05383
H -9.61029 8.11134 -9.51086
H -10.76800 7.28909 -8.33760
H -8.78324 5.92019 -8.44044
H -10.66898 4.62090 -10.57573
H -10.94788 4.61310 -8.88522
H -8.77383 3.47078 -7.76526
H -8.43582 1.98538 -8.38335
H -10.15857 2.36040 -8.17257
H -8.28326 5.13285 -10.59224
H -8.83720 6.49922 -11.28144
C -0.87856 5.07225 1.96293
C 0.06087 3.92007 1.81409
C 0.04770 3.14118 3.21291
O 0.96469 3.83353 4.03931
C 1.08336 3.23055 5.32828
N -0.31156 3.12862 0.65918
H -1.86821 4.63510 1.83031
H -0.77416 5.85212 1.20861
H -0.81325 5.56764 2.93164
H 1.09407 4.23176 1.66098
H 0.43381 2.12834 3.09818
H -1.00639 3.09381 3.48630
H 0.07750 2.91646 5.60703
H 1.53782 3.88281 6.07401
H 1.69886 2.34928 5.14768
H 0.26375 2.29849 0.65776
H 0.15462 3.53238 -0.14066
C 6.49070 -11.87308 6.89143
C 7.18229 -11.82135 5.57005
C 6.22342 -11.23756 4.39619
O 6.90990 -11.17719 3.12770
C 6.07459 -10.76155 2.03004
N 8.32400 -10.87216 5.67999
H 5.97505 -10.97473 7.23078
H 7.29685 -12.11734 7.58320
H 5.71671 -12.63196 6.77676
H 7.50412 -12.77807 5.15871
H 5.89758 -10.23606 4.67713
H 5.25568 -11.73699 4.34985
H 5.34728 -11.50532 1.70459
H 6.71848 -10.69169 1.15333
H 5.62931 -9.80810 2.31422
H 9.11955 -11.42402 5.39250
H 8.24205 -10.30771 4.84645
C 8.89286 4.20482 5.59483
C 7.55078 4.86080 5.80832
C 7.55331 6.33744 6.26180
O 8.04970 6.29081 7.63561
C 8.01233 7.52698 8.28759
N 6.83109 4.77541 4.54966
H 8.94830 3.61074 4.68265
H 9.09235 3.44492 6.35038
H 9.82912 4.75330 5.49141
H 7.21740 4.17910 6.59078
H 6.53778 6.73246 6.23422
H 8.12089 7.05931 5.67454
H 7.71994 8.46442 7.81450
H 9.01712 7.84991 8.56000
H 7.53698 7.62239 9.26382
H 6.78311 3.78085 4.38038
H 5.92789 4.84877 4.99570
C -15.13307 0.93468 -2.11353
C -14.72984 1.00930 -0.59581
C -14.95388 2.35003 0.06589
O -16.36318 2.52299 0.04829
C -16.92216 3.70846 0.66710
N -15.56089 0.08194 -0.00326
H -14.78750 -0.01817 -2.51447
H -14.62668 1.65699 -2.75380
H -16.17669 1.04793 -2.40702
H -13.70639 0.67756 -0.42093
H -14.51293 3.17546 -0.49298
H -14.52844 2.41056 1.06761
H -18.00880 3.68887 0.58390
H -16.56435 4.62359 0.19528
H -16.81518 3.72592 1.75170
H -16.48882 0.03993 -0.39985
H -15.54974 0.37760 0.96243
*
```


These records have HOMO energy values of -10.92; -8.15 eV, in the order they appear.